The following is a DFT calculation (ωB97M-V/def2-TZVPD) of C2HFIrO2 as an isolated structure.

Structure (XYZ):
```
7
Properties=species:S:1:pos:R:3
C -0.8068 -0.0252 -0.1526
H -1.1253 -0.7710 -0.8973
F -1.9280 -0.1014 0.7087
O 0.8623 0.0038 -1.1396
C 0.8742 -0.3673 0.0912
O 1.2463 -0.5583 1.2574
Ir 0.8774 1.8195 0.1322
```

Computed properties:
HOMO level (alpha / beta)	-14.904 / -16.240	eV
lowest unoccupied orbital energy (alpha / beta)	-7.77 / -8.59	eV
energy above the lowest of the compared OMol25 structures with the same formula, charge and spin	54.57	kcal/mol
spin multiplicity	5
charge	+1

***

The following is a DFT calculation (ωB97M-V/def2-TZVPD) of one molecule with the formula C2H5IN2OS.

Structure (XYZ):
```
12
Properties=species:S:1:pos:R:3
C 1.7339 0.5589 -0.3197
C -1.1513 -0.3487 0.8797
N 0.9446 0.9522 0.7681
N -0.9331 -1.1501 -0.2849
O -0.6490 1.5308 -1.1770
S -0.5900 1.4232 0.3257
I 3.3708 -0.5921 -0.0071
H 1.3086 0.7267 -1.3672
H -2.2320 -0.4207 1.0631
H -0.4069 -0.5591 1.6763
H -1.3191 -0.5493 -1.0348
H -0.0765 -1.5718 -0.5222
```

Computed properties:
HOMO level	-8.956	eV
lowest unoccupied orbital energy	-0.26	eV
energy above the lowest of the compared OMol25 structures with the same formula, charge and spin	35.97	kcal/mol
spin multiplicity	1
charge	0

***

The following is a DFT calculation (ωB97M-V/def2-TZVPD) of one molecule with the formula C22H33N3O3S.

Structure (XYZ):
```
62
Properties=species:S:1:pos:R:3
C 6.8160 -3.7360 -1.3601
C 5.7309 -3.8753 -0.3458
C 5.8341 -4.7024 0.8027
C 4.7265 -4.6739 1.5827
S 3.5217 -3.6229 0.9554
C 4.5413 -3.2017 -0.3894
C 4.0358 -2.3578 -1.5001
O 4.0252 -2.7853 -2.6438
N 3.6012 -1.1163 -1.1927
C 3.6544 -0.4716 0.0947
C 2.2410 -0.2405 0.6250
C 1.4158 0.5982 -0.3681
N 0.0805 0.7762 0.1999
C -1.0643 0.8281 -0.6854
C -1.2170 2.1743 -1.4116
C -1.3318 3.3127 -0.3958
C -2.5920 3.3193 0.4744
O -2.6220 3.8975 1.5430
N -3.6917 2.7305 -0.0514
C -4.8747 2.5044 0.7433
C -4.8966 1.0578 1.2609
C -6.1700 0.7256 2.0553
C -6.5728 -0.6445 1.5099
C -6.0552 -0.5579 0.0764
O -4.8354 0.1498 0.1619
C -0.1082 3.2565 0.5262
C 0.0031 1.8632 1.1604
C 1.4398 -0.1231 -1.7187
C 2.8831 -0.3417 -2.1779
H 7.2897 -4.6997 -1.5339
H 7.5786 -3.0408 -1.0068
H 6.4089 -3.3651 -2.2963
H 6.7019 -5.2994 1.0202
H 4.5320 -5.2098 2.4904
H 4.2403 -1.0690 0.7925
H 4.1582 0.4961 -0.0327
H 2.2974 0.2579 1.5916
H 1.7403 -1.1986 0.7694
H 1.9216 1.5718 -0.5018
H -1.0116 0.0115 -1.4043
H -1.9466 0.6514 -0.0610
H -0.3260 2.3573 -2.0185
H -2.0664 2.1468 -2.0970
H -1.3385 4.2757 -0.9239
H -3.6015 2.1153 -0.8437
H -4.8506 3.2020 1.5826
H -5.7585 2.6919 0.1263
H -3.9915 0.8919 1.8600
H -5.9879 0.7175 3.1268
H -6.9439 1.4634 1.8384
H -7.6434 -0.8261 1.5583
H -6.0492 -1.4366 2.0455
H -5.8441 -1.5273 -0.3770
H -6.7687 -0.0126 -0.5596
H -0.2148 3.9998 1.3160
H 0.7934 3.4852 -0.0460
H 0.8754 1.8268 1.8141
H -0.8834 1.6907 1.7781
H 0.9224 0.4554 -2.4840
H 0.9528 -1.0947 -1.6207
H 2.9085 -0.8945 -3.1186
H 3.3867 0.6225 -2.3157
```

Computed properties:
HOMO level	-8.164	eV
lowest unoccupied orbital energy	0.73	eV
energy above the lowest of the compared OMol25 structures with the same formula, charge and spin	5.21	kcal/mol
SMILES string	Cc1ccsc1C(=O)N1CCC(N2CCC(C(=O)NC[C@H]3CCCO3)CC2)CC1
spin multiplicity	1
charge	0

***

The following is a DFT calculation (ωB97M-V/def2-TZVPD) of a 11-piece molecular cluster, C39H65F3N3O11S3 overall.

Structure (XYZ):
```
124
Properties=species:S:1:pos:R:3
C -0.6720 -0.9157 2.0417
C 0.0951 -0.6985 0.6849
O 1.2403 -0.3220 0.6796
N -0.7587 -0.7028 -0.5411
H -1.1126 -1.7014 -0.5108
H -1.6952 -0.1564 -0.2864
C -0.1029 -0.2521 -1.7142
H 0.0673 -1.5481 2.5337
H -1.6334 -1.3397 1.9596
H -0.6675 -0.0611 2.7738
H 0.7215 -0.9632 -1.9452
H 0.2029 0.7050 -1.7001
H -0.7602 -0.3984 -2.5235
C -6.2124 2.7914 2.9152
C -5.4564 1.7442 2.0223
O -6.0430 1.1591 1.1294
N -4.0228 1.5560 2.3606
H -4.1586 0.6545 3.0548
H -3.7292 1.0284 1.4795
C -3.1748 2.5432 2.8604
H -5.3422 3.6698 3.1403
H -6.6244 2.2813 3.7446
H -7.1111 3.2210 2.3078
H -3.0460 3.6341 2.3471
H -2.1232 2.1719 3.0430
H -3.6376 2.6370 3.8180
C -4.4988 -1.3593 -2.3961
C -4.9945 -1.8948 -1.0243
O -6.1698 -2.1380 -0.8364
N -4.0079 -1.8955 0.1049
H -3.2943 -2.4769 -0.3982
H -3.4489 -1.0283 0.0835
C -4.4153 -2.4813 1.4543
H -5.2979 -1.2906 -3.1398
H -3.9576 -2.2862 -2.6811
H -3.7430 -0.6217 -2.1886
H -3.6760 -2.7156 2.1606
H -4.8660 -3.3647 1.2298
H -5.3409 -1.9680 1.8550
O -3.0130 0.4893 0.1196
H -3.3640 1.3652 -0.2335
O -1.8773 -3.0591 -0.6904
H -1.6516 -3.8065 -1.1528
F 4.3432 5.6305 2.0685
C 3.1029 5.0394 2.1357
C 2.0157 5.7297 2.6576
C 0.8382 4.9953 2.8733
C 0.6721 3.7628 2.2957
C 1.6649 3.2339 1.4478
C 2.8992 3.8034 1.4187
H 2.0646 6.5658 3.1672
H 0.1330 5.3511 3.5331
H -0.1042 2.9027 2.5177
H 1.3989 2.3149 0.9955
H 3.6792 3.3237 0.7936
F -0.1183 -7.3550 -2.3875
C 0.6246 -6.2900 -2.7272
C 0.1173 -5.0042 -2.7583
C 1.0207 -4.0165 -3.0745
C 2.3411 -4.1844 -3.5222
C 2.8765 -5.5651 -3.4828
C 1.9399 -6.5959 -3.1969
H -0.7431 -4.7443 -2.4597
H 0.6229 -2.9976 -3.1667
H 3.0668 -3.4175 -3.6840
H 3.9030 -5.6943 -3.9395
H 2.2770 -7.6777 -3.2260
F 5.6092 -0.7949 6.7274
C 4.9573 -0.2733 5.6434
C 5.3696 0.9950 5.1814
C 4.7924 1.7185 4.0454
C 3.8593 0.9678 3.2936
C 3.4078 -0.3242 3.7690
C 4.0051 -0.9228 4.8877
H 6.4433 1.3554 5.6568
H 5.1926 2.7236 3.8068
H 3.3505 1.3155 2.5005
H 2.6500 -0.7634 2.9090
H 3.7150 -1.8642 5.3050
C 2.0011 2.6499 7.3262
C 1.2165 1.4939 7.9363
C -0.0252 1.2613 7.2334
S 0.1751 1.9193 5.6042
O -0.6973 2.9541 5.3605
O 0.2926 0.8146 4.7206
C 1.7271 2.5618 5.8685
H 3.1293 2.4727 7.6112
H 1.7800 3.3112 8.0102
H 0.9733 1.7759 8.8525
H 1.8748 0.6683 8.1043
H -0.8527 1.9595 7.6420
H -0.1963 0.1663 6.9854
H 1.8908 3.4919 5.3968
H 2.4107 1.8891 5.7114
C -0.8027 -2.0408 -5.6037
C -0.8526 -1.7143 -7.1480
C -2.2039 -1.5170 -7.4356
S -3.1902 -2.4856 -6.4066
O -3.7949 -3.4728 -7.1976
O -4.1025 -1.7004 -5.5736
C -1.8551 -3.0884 -5.3305
H -0.7224 -1.2237 -4.7881
H 0.2100 -2.5065 -5.3604
H -0.3381 -2.6179 -7.5743
H -0.1137 -0.7582 -7.3453
H -2.3968 -1.7098 -8.4923
H -2.6016 -0.4497 -7.3036
H -1.5389 -4.2132 -5.4941
H -2.3628 -2.9168 -4.3624
C 3.7861 2.4632 -5.5009
C 4.5922 1.3578 -4.9914
C 3.8064 0.1519 -4.9046
S 2.2126 0.4615 -5.3554
O 1.2457 -0.1694 -4.4566
O 1.9258 0.2796 -6.7344
C 2.3646 2.1958 -4.9065
H 3.8590 2.5784 -6.5612
H 4.3143 3.3997 -5.3851
H 4.9118 1.5294 -3.9722
H 5.4621 1.1633 -5.6618
H 3.7020 -0.2059 -3.9234
H 4.1021 -0.6514 -5.4656
H 2.4703 2.3487 -3.8806
H 1.5969 2.6736 -5.1943
```

Computed properties:
HOMO level	-10.731	eV
lowest unoccupied orbital energy	-3.19	eV
energy above the lowest of the compared OMol25 structures with the same formula, charge and spin	0.00	kcal/mol
spin multiplicity	1
charge	+1